(1)
Formula: H28O14
Source: the Open Molecules 2025 dataset
Level of theory: ωB97M-V with the def2-TZVPD basis set

Geometry (Å):
O1 -2.306 -0.702 -1.669
H1 -2.457 -0.111 -2.412
H2 -1.605 -0.332 -1.147
O2 -0.393 2.824 0.272
H3 0.183 3.183 0.946
H4 -1.229 3.268 0.265
O3 -0.336 0.282 -0.057
H5 -0.284 1.178 0.222
H6 0.526 -0.069 -0.268
O4 -3.205 1.681 -0.120
H7 -3.981 1.186 -0.261
H8 -2.640 1.094 0.379
O5 -0.404 2.397 3.220
H9 -0.153 3.286 3.477
H10 -1.074 2.434 2.562
O6 -2.573 -0.193 1.902
H11 -2.160 -0.808 1.288
H12 -3.318 -0.664 2.214
O7 2.093 0.223 -1.242
H13 2.839 0.746 -1.415
H14 1.458 0.569 -1.871
O8 1.552 0.578 2.006
H15 1.944 0.521 2.890
H16 0.675 0.837 2.240
O9 -0.181 -2.271 -2.081
H17 -1.016 -1.814 -2.078
H18 -0.414 -3.194 -2.004
O10 0.243 1.744 -2.634
H19 0.789 2.344 -3.122
H20 -0.022 2.259 -1.896
O11 1.305 -1.903 0.988
H21 1.489 -1.152 1.514
H22 0.342 -1.945 0.687
O12 4.091 -0.649 0.636
H23 4.797 -0.826 0.005
H24 3.290 -0.352 0.153
O13 -1.423 -2.456 0.501
H25 -1.237 -3.395 0.612
H26 -1.764 -2.529 -0.350
O14 2.492 -2.661 -1.546
H27 2.437 -1.986 -0.883
H28 1.635 -2.615 -1.942

Energy relative to the best compared isomer or geometry (same formula, charge and spin) = 160.0 kJ/mol
HOMO-LUMO gap = 9.1523 eV
Spin multiplicity = 1

(2)
Formula: C40H128N10O19
Source: the Open Molecules 2025 dataset
Level of theory: ωB97M-V with the def2-TZVPD basis set

Geometry (Å):
O1 5.740 -4.347 -1.312
H1 5.003 -4.766 -1.757
H2 5.468 -4.293 -0.396
O2 4.054 -0.286 1.937
H3 4.018 -1.241 1.997
H4 4.851 -0.106 1.440
O3 -3.279 6.811 3.400
H5 -4.047 7.001 3.939
H6 -2.596 6.578 4.030
O4 -2.252 1.862 4.898
H7 -1.930 2.758 4.998
H8 -1.627 1.447 4.303
O5 2.661 -7.283 -0.716
H9 2.751 -8.173 -0.375
H10 1.717 -7.127 -0.732
O6 2.182 -0.783 -5.681
H11 2.488 -0.257 -6.420
H12 1.453 -1.292 -6.035
O7 -1.057 -3.015 -7.090
H13 -1.779 -2.389 -7.031
H14 -1.479 -3.850 -7.292
O8 -2.624 -2.322 3.684
H15 -2.322 -1.478 3.346
H16 -2.521 -2.251 4.633
O9 5.558 -0.887 -3.152
H17 5.253 -1.053 -4.044
H18 5.305 -1.670 -2.662
C1 -0.759 -8.729 -3.640
C2 -2.199 -8.573 -3.097
C3 -2.169 -8.703 -1.608
O10 -1.292 -7.751 -1.045
C4 -1.527 -7.444 0.383
N1 -2.685 -7.268 -3.527
H19 -0.967 -8.754 -4.709
H20 -0.340 -9.717 -3.448
H21 -0.084 -7.900 -3.424
H22 -2.910 -9.278 -3.528
H23 -1.909 -9.726 -1.337
H24 -3.204 -8.608 -1.279
H25 -1.464 -8.350 0.986
H26 -2.456 -6.947 0.660
H27 -0.799 -6.669 0.625
H28 -2.422 -6.569 -2.847
H29 -3.675 -7.213 -3.334
C5 5.920 -4.039 4.439
C6 4.893 -5.125 4.002
C7 4.111 -5.581 5.211
O11 3.120 -6.538 4.774
C8 1.886 -6.694 5.601
N2 4.043 -4.586 2.992
H30 6.473 -3.613 3.602
H31 6.790 -4.363 5.012
H32 5.433 -3.250 5.012
H33 5.501 -5.956 3.646
H34 3.543 -4.716 5.554
H35 4.691 -5.999 6.034
H36 1.207 -7.234 4.942
H37 1.454 -5.759 5.959
H38 2.249 -7.121 6.536
H39 3.653 -5.330 2.430
H40 3.246 -4.244 3.508
C9 4.942 -5.651 -11.718
C10 5.422 -5.970 -10.295
C11 4.240 -5.624 -9.286
O12 4.610 -5.737 -7.915
C12 3.569 -5.400 -6.970
N3 5.729 -7.392 -10.192
H41 4.035 -6.229 -11.897
H42 5.725 -5.948 -12.416
H43 4.684 -4.593 -11.722
H44 6.356 -5.440 -10.111
H45 3.318 -6.145 -9.542
H46 4.134 -4.566 -9.526
H47 2.587 -5.816 -7.193
H48 3.647 -4.315 -6.902
H49 3.813 -5.850 -6.007
H50 5.980 -7.621 -9.241
H51 4.793 -7.750 -10.313
C13 -5.790 -2.361 -6.742
C14 -5.667 -0.999 -5.955
C15 -4.811 -1.260 -4.674
O13 -5.685 -1.880 -3.603
C16 -5.076 -2.078 -2.345
N4 -5.187 0.043 -6.905
H52 -4.872 -2.711 -7.213
H53 -6.509 -2.277 -7.557
H54 -6.112 -3.096 -6.004
H55 -6.670 -0.580 -5.869
H56 -4.337 -0.357 -4.290
H57 -3.954 -1.903 -4.874
H58 -4.762 -1.105 -1.968
H59 -4.155 -2.657 -2.405
H60 -5.715 -2.651 -1.672
H61 -5.432 -0.131 -7.869
H62 -5.555 0.968 -6.736
C17 1.321 -1.567 8.823
C18 1.398 -0.140 9.354
C19 2.203 0.905 8.589
O14 3.601 0.365 8.390
C20 4.188 0.726 7.147
N5 0.027 0.247 9.538
H63 0.547 -2.186 9.277
H64 2.248 -2.126 8.951
H65 1.177 -1.688 7.749
H66 1.939 -0.067 10.297
H67 2.229 1.867 9.101
H68 1.627 1.197 7.711
H69 4.260 1.807 7.028
H70 3.568 0.394 6.314
H71 5.153 0.220 7.112
H72 -0.280 -0.297 10.331
H73 -0.129 1.191 9.862
C21 -0.532 2.154 0.442
C22 -0.618 0.652 0.465
C23 -0.081 -0.054 -0.786
O15 0.001 -1.443 -0.497
C24 0.513 -2.205 -1.612
N6 0.039 0.129 1.624
H74 0.480 2.559 0.414
H75 -0.797 2.610 1.396
H76 -1.144 2.565 -0.361
H77 -1.646 0.331 0.635
H78 0.950 0.266 -0.942
H79 -0.676 0.138 -1.679
H80 1.572 -1.972 -1.730
H81 -0.119 -2.082 -2.492
H82 0.549 -3.259 -1.337
H83 0.170 -0.787 1.221
H84 1.000 0.441 1.620
C25 -0.921 11.154 4.054
C26 0.324 11.889 3.402
C27 0.526 11.421 1.933
O16 0.772 10.006 1.913
C28 0.737 9.397 0.578
N7 0.122 13.309 3.557
H85 -1.779 11.226 3.385
H86 -1.167 11.661 4.987
H87 -0.753 10.088 4.209
H88 1.212 11.540 3.930
H89 1.329 12.085 1.615
H90 -0.379 11.633 1.364
H91 -0.144 9.512 -0.054
H92 0.939 8.358 0.838
H93 1.495 9.765 -0.114
H94 1.064 13.662 3.635
H95 -0.404 13.391 4.416
C29 3.661 5.407 4.111
C30 3.631 6.679 4.942
C31 4.447 7.832 4.280
O17 5.766 7.431 3.987
C32 6.580 7.217 5.109
N8 2.268 7.072 5.006
H96 4.702 5.145 3.921
H97 3.292 5.651 3.115
H98 3.228 4.550 4.628
H99 3.995 6.562 5.962
H100 4.475 8.705 4.932
H101 3.970 8.294 3.416
H102 6.902 8.193 5.473
H103 7.442 6.623 4.805
H104 6.202 6.535 5.871
H105 2.076 7.817 5.661
H106 2.126 7.514 4.109
C33 -10.817 -0.093 2.181
C34 -9.473 -0.524 2.842
C35 -8.411 0.578 2.956
O18 -7.768 0.735 1.715
C36 -6.682 1.659 1.770
N9 -9.796 -1.177 4.126
H107 -10.796 0.742 1.481
H108 -11.501 0.149 2.995
H109 -11.350 -0.872 1.638
H110 -9.008 -1.350 2.304
H111 -7.571 0.425 3.634
H112 -8.849 1.467 3.411
H113 -6.934 2.630 2.195
H114 -6.413 1.762 0.719
H115 -5.854 1.179 2.291
H116 -8.926 -1.473 4.545
H117 -10.083 -0.438 4.752
C37 -3.317 4.762 -5.762
C38 -1.854 4.737 -6.215
C39 -0.870 4.377 -5.138
O19 0.364 4.193 -5.714
C40 1.468 3.838 -4.791
N10 -1.684 3.787 -7.319
H118 -3.515 3.959 -5.052
H119 -4.055 4.696 -6.562
H120 -3.489 5.713 -5.257
H121 -1.502 5.684 -6.626
H122 -1.241 3.436 -4.733
H123 -0.915 5.102 -4.325
H124 1.578 4.681 -4.109
H125 2.392 3.726 -5.358
H126 1.296 2.930 -4.213
H127 -0.675 3.760 -7.365
H128 -1.860 2.840 -7.015

Energy relative to the best compared isomer or geometry (same formula, charge and spin) = 416.8 kJ/mol
HOMO-LUMO gap = 9.0751 eV
Spin multiplicity = 1

(3)
Formula: C4H11NO
Source: the Open Molecules 2025 dataset
Level of theory: ωB97M-V with the def2-TZVPD basis set

Geometry (Å):
C1 -2.415 -0.718 0.286
C2 -0.930 -1.066 0.318
C3 -0.043 0.119 -0.040
N1 0.096 0.242 -1.515
C4 1.343 0.042 0.585
O1 1.999 1.277 0.422
H1 -2.634 0.210 0.813
H2 -3.027 -1.468 0.776
H3 -2.773 -0.620 -0.744
H4 -0.716 -1.898 -0.344
H5 -0.655 -1.365 1.337
H6 -0.477 1.068 0.317
H7 -0.478 1.022 -1.816
H8 1.032 0.606 -1.685
H9 1.897 -0.788 0.131
H10 1.256 -0.262 1.631
H11 2.683 1.374 1.098

Energy relative to the best compared isomer or geometry (same formula, charge and spin) = 86.4 kJ/mol
HOMO-LUMO gap = 10.2685 eV
Spin multiplicity = 1
Structure (SMILES) = CC[C@H](N)CO